1.
A molecular structure, C21H31Cl5P2Sn. Source: the Open Molecules 2025 dataset; level of theory: the ωB97M-V functional and the def2-TZVPD basis.

Atoms and positions in Å:
P (0.355008, -1.801543, -3.643412)
P (0.169708, 1.385357, -3.531312)
C (-0.041892, -0.882743, -5.217512)
C (0.441508, 0.572857, -5.188412)
H (-1.132092, -0.906843, -5.339212)
H (0.392308, -1.421443, -6.071112)
H (1.519008, 0.607557, -5.392012)
H (-0.055992, 1.165257, -5.968712)
C (-1.433592, 2.254357, -3.880212)
H (-1.654492, 2.945857, -3.060712)
H (-2.248992, 1.526257, -3.928912)
H (-1.400392, 2.817557, -4.821312)
C (1.322508, 2.825457, -3.737412)
H (1.151408, 3.360257, -4.679912)
H (2.357608, 2.470057, -3.713612)
H (1.187708, 3.523257, -2.904712)
C (-0.807692, -3.232343, -3.858112)
H (-0.609492, -3.983043, -3.086312)
H (-0.707092, -3.702243, -4.844312)
H (-1.838592, -2.886143, -3.733112)
C (1.929008, -2.634743, -4.168612)
H (2.737108, -1.899543, -4.229712)
H (1.825908, -3.134443, -5.140112)
H (2.212108, -3.377743, -3.416012)
Sn (0.159808, -0.408143, 2.979088)
C (0.824108, 1.121457, 1.502588)
C (-0.563292, 1.055657, 1.424888)
C (-1.341192, 0.337857, 0.334088)
C (-1.718392, -1.116543, 0.707788)
C (-0.651292, -1.851043, 1.488688)
C (0.721408, -1.776143, 1.276488)
C (1.387708, -0.992943, 0.157388)
C (1.805208, 0.437757, 0.576388)
C (0.243408, -1.875143, 4.447688)
H (1.251308, 1.909657, 2.119488)
H (-1.124692, 1.778657, 2.011988)
H (-0.770492, 0.355457, -0.598412)
H (-2.263792, 0.894557, 0.139588)
H (-2.620692, -1.097843, 1.328488)
H (-1.979392, -1.678343, -0.202112)
H (-1.016592, -2.675843, 2.097788)
H (1.337108, -2.530343, 1.760988)
H (0.725708, -0.957043, -0.712212)
H (2.284108, -1.534643, -0.161912)
H (2.765208, 0.385057, 1.101088)
H (1.975108, 1.053257, -0.320312)
H (0.958408, -1.610443, 5.233288)
H (0.518608, -2.852043, 4.029588)
H (-0.747392, -1.963343, 4.911888)
Cl (-2.964792, 0.067557, 4.278888)
C (-1.677692, 0.962957, 5.087688)
C (-0.352392, 0.874457, 4.623688)
C (0.671808, 1.578357, 5.291588)
Cl (2.350308, 1.458557, 4.748588)
C (0.369908, 2.365457, 6.415288)
Cl (1.657008, 3.235757, 7.256588)
C (-0.952192, 2.447957, 6.879688)
Cl (-1.324492, 3.419257, 8.306288)
C (-1.975292, 1.747957, 6.216488)
Cl (-3.632792, 1.840957, 6.815688)

Forces on atoms 1 to 2 (eV/Å):
P -0.062 -0.696 -0.241
P 0.017 0.713 -0.158

Calculated values
frontier orbital gap	6.9157	eV
HOMO energy	-6.52	eV

=====

2.
A molecular structure, C21H31CuIO2Si2. Source: the Open Molecules 2025 dataset; level of theory: the ωB97M-V functional and the def2-TZVPD basis.

Atoms and positions in Å:
C (4.148103, 0.095644, 1.874990)
C (4.041776, 1.543527, 1.077568)
C (4.521734, 1.479593, -0.492639)
I (4.941454, -0.566852, -1.155375)
Si (3.237461, 2.300067, -1.724175)
O (1.897208, 3.083092, -0.896154)
Si (0.342973, 2.302819, -1.325904)
C (-1.026249, 3.536904, -0.654977)
C (-2.454796, 2.731095, -0.466647)
C (-3.395007, 2.603664, -1.838851)
C (-4.804754, 1.767458, -1.687346)
C (-5.200718, 1.118355, -0.223345)
C (-4.283390, 1.290060, 1.149365)
C (-2.871592, 2.125352, 0.999972)
C (-1.969729, 2.284010, 2.385937)
C (0.264262, 0.667120, -0.316750)
C (-0.187414, -0.660664, -1.162897)
C (-0.963159, -0.362445, -2.574766)
O (1.024941, -1.451623, -1.449518)
C (0.730570, -2.883975, -1.603921)
C (0.390630, -3.660353, -0.175938)
C (1.492812, -4.064949, 0.968183)
C (1.009880, -4.818163, 2.365862)
C (-0.614926, -5.112646, 2.582668)
C (-1.758772, -4.716790, 1.458154)
C (-1.229872, -3.990406, 0.067282)
H (3.865441, 0.307338, 3.006463)
H (3.386530, -0.706418, 1.489130)
H (5.248604, -0.330302, 1.891279)
H (2.943129, 1.925951, 1.233561)
H (4.746786, 2.295277, 1.680143)
H (5.550195, 2.077406, -0.546710)
H (2.715859, 1.325780, -2.675987)
H (4.005851, 3.372524, -2.405794)
H (0.223780, 2.153098, -2.769318)
H (-0.650225, 4.052971, 0.330716)
H (-1.121605, 4.389264, -1.469628)
H (-3.006715, 3.102207, -2.833751)
H (-5.512909, 1.627280, -2.609187)
H (-6.192209, 0.487447, -0.107149)
H (-4.611919, 0.810648, 2.174782)
H (-2.742870, 2.634548, 3.219153)
H (-1.152485, 3.139745, 2.279694)
H (-1.530107, 1.262339, 2.751145)
H (1.366916, 0.451075, 0.086211)
H (-0.404888, 0.762685, 0.647755)
H (-0.968039, -1.243303, -0.472837)
H (-1.900907, 0.323285, -2.430694)
H (-0.244239, 0.001102, -3.455327)
H (-1.382199, -1.414821, -2.951855)
H (-0.084099, -3.118563, -2.441621)
H (1.735341, -3.390060, -1.997990)
H (2.622162, -3.809068, 0.795723)
H (1.829729, -5.101996, 3.182047)
H (-1.008455, -5.642510, 3.572390)
H (-2.909301, -4.905826, 1.557357)
H (-2.008367, -3.681614, -0.766544)
Cu (-0.092209, 0.202618, 2.856067)

Forces on atoms 1 to 2 (eV/Å):
C -0.093 0.603 1.017
C 0.529 -0.654 1.317

Calculated values
frontier orbital gap (spin up / spin down)	4.3500 / 3.0215	eV
HOMO energy (spin up / spin down)	-12.99 / -12.99	eV
total charge	+2
2S+1	2
⟨S²⟩	0.8162

=====

3.
A molecular structure, C21H31F5GaO16. Source: the Open Molecules 2025 dataset; level of theory: the ωB97M-V functional and the def2-TZVPD basis.

Atoms and positions in Å:
C (5.955758, -2.484112, 0.861684)
C (4.558053, -2.497996, 0.275094)
O (4.456923, -1.514634, -0.704871)
C (3.204775, -1.568393, -1.428429)
Ga (1.584701, -0.729476, -0.466021)
C (2.288268, 0.330953, 1.143645)
C (0.209620, -2.106466, 0.151702)
C (0.783818, -3.387654, 0.783536)
H (6.046823, -1.754148, 1.664440)
H (6.216110, -3.464147, 1.262711)
H (6.671311, -2.237835, 0.077991)
H (3.814141, -2.321463, 1.067053)
H (4.327004, -3.486247, -0.149107)
H (3.397431, -1.027967, -2.356013)
H (3.018337, -2.615632, -1.709071)
H (0.863016, 0.269325, -1.490810)
H (1.760576, 0.076202, 2.064583)
H (2.161916, 1.406949, 0.987410)
H (3.354651, 0.142377, 1.293900)
H (-0.418149, -2.382163, -0.698094)
H (-0.446404, -1.617911, 0.879139)
H (0.250230, -4.288242, 0.464627)
H (1.833944, -3.547571, 0.523226)
H (0.727397, -3.363484, 1.873649)
C (-4.690054, -4.675081, -0.365131)
C (-3.237378, -4.941616, -0.745813)
O (-2.614734, -5.080894, 0.522690)
C (-3.543663, -5.478328, 1.422920)
O (-3.313680, -5.881461, 2.514571)
O (-4.782261, -5.366386, 0.890710)
F (-2.659456, -3.941764, -1.428793)
H (-4.872077, -3.612793, -0.220543)
H (-5.410999, -5.079246, -1.067841)
H (-3.084661, -5.867587, -1.305051)
C (1.358608, 0.488753, 6.610791)
C (1.898075, 0.154853, 5.229022)
O (1.086310, 0.957014, 4.397270)
C (0.632320, 2.015232, 5.105693)
O (0.121230, 2.981468, 4.647458)
O (0.867490, 1.820119, 6.430070)
F (1.733388, -1.144880, 4.914922)
H (0.531320, -0.178098, 6.856645)
H (2.105516, 0.471650, 7.398165)
H (2.942325, 0.424986, 5.064238)
C (0.078298, 4.051538, 1.205746)
C (0.647404, 3.892687, -0.194981)
O (-0.150731, 4.818349, -0.943141)
C (-0.629865, 5.765716, -0.098001)
O (-1.156711, 6.771286, -0.451763)
O (-0.412202, 5.406150, 1.178350)
F (0.480540, 2.666338, -0.691953)
H (-0.756092, 3.366711, 1.353295)
H (0.800911, 3.927509, 2.004397)
H (1.695257, 4.181265, -0.293154)
C (-3.179251, 0.815968, -1.637401)
C (-2.567726, 0.336879, -2.942415)
O (-2.917691, -1.048340, -2.930326)
C (-4.032947, -1.199724, -2.193647)
O (-4.723296, -2.169765, -2.182975)
O (-4.289035, -0.080194, -1.479056)
F (-1.239157, 0.502029, -2.947554)
H (-2.467271, 0.673856, -0.823461)
H (-3.533280, 1.841943, -1.667705)
H (-2.986374, 0.793449, -3.838539)
C (-1.222619, 4.457469, -3.463139)
C (-0.367617, 4.690765, -4.696107)
O (-0.532418, 3.485003, -5.417457)
C (-1.710170, 2.916349, -5.052409)
O (-2.211748, 1.983642, -5.583696)
O (-2.215200, 3.551234, -3.969713)
F (0.940461, 4.863960, -4.406346)
H (-0.640319, 3.968651, -2.682290)
H (-1.699399, 5.350519, -3.072631)
H (-0.689624, 5.522553, -5.325896)

Forces on atoms 1 to 2 (eV/Å):
C 0.044 -0.065 0.008
C -0.287 0.092 0.162

Calculated values
frontier orbital gap	6.4148	eV
HOMO energy	-4.17	eV
total charge	-1

=====

no.,E (eV)
1,-109296.7049
2,-94834.1563
3,-121003.4585